(1)
This record from OMol25 describes 3 unconnected molecules or ions with the total composition C23H33F6INO7P2 in a non-equilibrium geometry. The level of theory is ωB97M-V/def2-TZVPD.

Structure (ORCA input):
```
! wB97M-V def2-TZVPD RIJCOSX def2/J DEFGRID3
* xyz 1 1
C 8.60854 3.45500 -0.50450
C 7.36504 3.25248 -1.17654
C 5.98872 3.38602 -2.11746
C 4.72746 3.14995 -1.04790
C 4.03042 4.56386 -0.50586
C 2.80102 4.47961 0.57871
C 2.32216 2.93491 1.00443
C 1.08146 2.87460 2.09903
C -0.30989 2.99873 1.17904
C -1.66285 2.54154 1.98625
I -3.18119 1.71117 0.58561
C 3.08286 1.58556 0.38530
P 2.54691 -0.20623 0.93178
C 3.47262 -0.43026 2.62354
C 0.65770 -0.34576 1.13215
C 0.19930 -1.94478 0.97179
N 4.25320 1.75507 -0.60806
C 4.92719 0.46017 -1.10709
P 3.82693 -0.45145 -2.43277
O 4.71876 -0.87128 -3.70959
O 2.65857 0.69566 -3.03120
O 3.12423 -1.93186 -1.84207
H 9.66777 3.87661 -0.14992
H 5.94274 4.47094 -2.60210
H 5.96299 2.53395 -2.91846
H 4.42347 5.62383 -0.84279
H 2.25297 5.43422 1.02371
H 1.08378 1.91545 2.77041
H 1.14660 3.85102 2.78188
H -0.18165 2.45885 0.12274
H -0.44580 4.15104 0.90829
H -1.40347 1.69189 2.75884
H -2.08969 3.52543 2.50829
H 3.79184 -1.58061 2.64204
H 4.48001 0.20506 2.54705
H 2.80329 -0.12971 3.53660
H 0.02186 0.26918 0.36486
H 0.30597 -0.04694 2.22984
H -0.94358 -2.07914 1.27079
H 0.84768 -2.65577 1.66294
H 0.32180 -2.19957 -0.17152
H 5.19522 -0.26538 -0.19716
H 5.94728 0.65191 -1.65227
H 1.74265 0.36257 -2.77447
H 2.18022 -1.97983 -2.23129
C -7.40683 1.17891 -4.68162
C -6.46056 2.22978 -4.13396
O -6.94519 2.74468 -2.88352
C -6.67830 1.98342 -1.77423
O -6.06897 0.91814 -1.80548
C -7.20581 2.66827 -0.51424
F -8.46832 3.16176 -0.66993
F -6.42897 3.72616 -0.14212
F -7.25641 1.83614 0.56399
H -8.42444 1.57818 -4.75755
H -7.08367 0.84349 -5.67060
H -7.45688 0.30762 -4.01924
H -6.41184 3.07568 -4.82782
H -5.44047 1.84143 -4.02795
C -3.12417 -7.82788 2.30682
C -2.84312 -6.35680 2.54481
O -1.44269 -6.14098 2.78101
C -0.64705 -6.07173 1.66591
O -1.06614 -6.18660 0.51775
C 0.80324 -5.79333 2.05835
F 1.22428 -6.56065 3.10508
F 0.99158 -4.49699 2.43931
F 1.68404 -6.02308 1.04396
H -2.73949 -8.43304 3.13539
H -4.19802 -8.00650 2.20703
H -2.62754 -8.18364 1.39732
H -3.37153 -6.02410 3.44450
H -3.19982 -5.73605 1.71411
*
```

Results
HOMO ... -11.67 eV
Lowest unoccupied orbital energy ... -0.177 Ha
HOMO-LUMO gap ... 0.2523 Ha
Calculated total energy ... -3056.47552 Ha
Largest force on an atom ... 0.201 Eh/bohr


(2)
This record from OMol25 describes a molecular structure, C20H22Cl27N3O2S in a non-equilibrium geometry. The level of theory is ωB97M-V/def2-TZVPD.

Structure (ORCA input):
```
! wB97M-V def2-TZVPD RIJCOSX def2/J DEFGRID3
* xyz 0 1
C -3.59710 -1.68635 -2.04055
C -3.07818 -1.57013 -0.54664
O -2.76062 -0.45705 -0.17208
O -2.94474 -2.69007 0.29110
C -1.48798 -2.92488 0.39307
C -0.99488 -2.76074 1.88260
C 0.37781 -2.04426 2.04646
C 0.73431 -1.35203 3.30760
C -0.21795 -1.25047 4.55606
N -1.55475 -0.67380 4.29007
C 2.11293 -0.68921 3.46284
C 3.12820 -0.69930 2.40359
C 2.83627 -1.37306 1.09184
N 3.64275 -1.50572 -0.02010
S 2.75107 -2.39215 -1.16058
N 1.38529 -2.61741 -0.24832
C 1.45517 -2.01931 0.98738
H -2.77844 -1.45837 -2.78355
H -4.37917 -0.88909 -2.16218
H -3.99565 -2.71333 -2.25646
H -0.98149 -2.25287 -0.34710
H -1.31783 -3.99222 0.05094
H -0.96788 -3.77578 2.41551
H -1.80047 -2.17686 2.42164
H -0.26301 -2.25884 5.07582
H 0.27903 -0.56282 5.31333
H -1.55010 -0.08683 3.44888
H -2.26618 -1.40911 4.20602
H 2.35206 -0.20557 4.44776
H 4.12570 -0.22927 2.57912
C -4.04606 -5.78592 2.27328
Cl -4.65069 -7.32387 2.90010
Cl -4.40290 -4.46462 3.39159
Cl -2.30617 -5.86962 1.98084
H -4.54452 -5.58204 1.33014
C -4.13760 -1.67239 6.78357
Cl -2.82182 -2.78443 7.18019
Cl -4.84102 -2.07987 5.21284
Cl -5.37517 -1.69713 8.04474
H -3.72927 -0.66743 6.72366
C 4.33319 1.29008 -3.08963
Cl 3.76114 -0.26374 -2.46416
Cl 3.91977 2.59573 -1.97233
Cl 6.07859 1.24417 -3.37670
H 3.83680 1.48137 -4.03611
C 0.93837 -2.34216 -4.72910
Cl 0.99096 -0.57598 -4.85644
Cl 2.40405 -3.05866 -5.41031
Cl 0.72723 -2.84501 -3.04722
H 0.08605 -2.69889 -5.29988
C 3.51712 1.53951 -7.21493
Cl 2.68274 1.14923 -8.72313
Cl 2.42105 2.35892 -6.09276
Cl 4.18595 0.07808 -6.47876
H 4.33803 2.21303 -7.44274
C 2.79185 2.78940 5.55476
Cl 1.97837 2.40119 4.03371
Cl 1.68328 3.60563 6.66305
Cl 3.45297 1.32863 6.30367
H 3.61554 3.46319 5.33857
C -0.49792 1.37259 -1.13465
Cl 0.03664 0.12947 -2.27345
Cl 0.40080 1.25518 0.38415
Cl -0.30859 2.98000 -1.84907
H -1.55091 1.21208 -0.92169
C -1.24217 4.93455 -5.43792
Cl -1.63821 4.99214 -7.16110
Cl -0.67462 3.32410 -4.98228
Cl -0.02847 6.15427 -5.03724
H -2.14410 5.15116 -4.87289
C 0.41764 8.29267 -1.76672
Cl 0.15491 6.54925 -1.64628
Cl 2.07319 8.70217 -1.30277
Cl 0.06793 8.87782 -3.40202
H -0.26121 8.78589 -1.07758
*
```

Results
HOMO ... -8.34 eV
Lowest unoccupied orbital energy ... -0.029 Ha
HOMO-LUMO gap ... 0.2769 Ha
Calculated total energy ... -13913.25570 Ha
Largest force on an atom ... 0.089 Eh/bohr


(3)
This record from OMol25 describes 2 unconnected molecules or ions with the total composition C4H11S2 in a non-equilibrium geometry. The level of theory is ωB97M-V/def2-TZVPD.

Structure (ORCA input):
```
! wB97M-V def2-TZVPD RIJCOSX def2/J DEFGRID3
* xyz 0 2
C -2.02522 -1.26584 -0.75025
S -3.19822 -0.34397 0.25494
C -2.28894 1.23458 0.30566
H -1.76302 -2.22309 -0.30607
H -1.14079 -0.66639 -0.94821
H -2.44922 -1.50659 -1.72734
H -2.82450 2.00504 0.84110
H -1.28312 1.04543 0.67910
H -2.13646 1.52961 -0.73577
C 2.48045 0.50577 0.93271
C 2.43568 -0.45088 -0.24301
S 1.36493 0.06732 -1.60583
H 1.46893 0.81612 1.18752
H 3.12246 1.37149 0.77972
H 2.92200 -0.00383 1.79490
H 1.88025 -1.34435 0.07173
H 3.43476 -0.77042 -0.53091
*
```

Results
HOMO (spin up / spin down) ... -8.33 / -8.33 eV
Lowest unoccupied orbital energy (spin up / spin down) ... 0.031 / -0.074 Ha
HOMO-LUMO gap (spin up / spin down) ... 0.3373 / 0.2322 Ha
Calculated total energy ... -955.30733 Ha
Largest force on an atom ... 0.026 Eh/bohr
ΔE to the lowest compared entry with this formula, charge and spin ... 24.7 kJ/mol


(4)
This record from OMol25 describes 2 unconnected molecules or ions with the total composition C2H7ClNOPS in a non-equilibrium geometry. The level of theory is ωB97M-V/def2-TZVPD.

Structure (ORCA input):
```
! wB97M-V def2-TZVPD RIJCOSX def2/J DEFGRID3
* xyz 0 1
C -2.72499 0.99634 -0.34425
C -1.87873 -0.08884 0.22364
N 1.65479 -1.30914 0.73619
O -1.09094 -0.76038 -0.38394
P 2.09260 -0.25955 -0.52288
S 4.14548 -0.09667 -0.01290
Cl 1.30271 1.42225 0.26955
H -3.76667 0.81403 -0.09267
H -2.43182 1.93743 0.11855
H -2.59881 1.06841 -1.42169
H -2.02803 -0.24655 1.31163
H 4.48281 0.20521 -1.26606
H 0.65958 -1.50868 0.67424
H 2.18203 -2.17385 0.71059
*
```

Results
HOMO ... -8.56 eV
Lowest unoccupied orbital energy ... 0.033 Ha
HOMO-LUMO gap ... 0.3473 Ha
Structure (SMILES) ... NP(S)Cl.CC=O
Calculated total energy ... -1410.16727 Ha
Largest force on an atom ... 0.026 Eh/bohr
ΔE to the lowest compared entry with this formula, charge and spin ... 61.0 kJ/mol


(5)
This record from OMol25 describes a molecular structure, C24H13F5N3O2ReS3 in a non-equilibrium geometry. The level of theory is ωB97M-V/def2-TZVPD.

Structure (ORCA input):
```
! wB97M-V def2-TZVPD RIJCOSX def2/J DEFGRID3
* xyz 1 2
Re -0.24612 0.11930 1.70207
F 2.77268 0.01010 7.82667
C 2.63258 0.00980 6.51017
C 1.35558 0.05270 5.95357
F 0.27448 0.08080 6.72037
C 1.23278 0.06700 4.57607
F -0.01702 0.10800 3.99917
C 2.32128 0.04200 3.70637
S 2.09968 0.09910 1.97687
C 3.59608 -0.01440 4.28487
F 4.67028 -0.04930 3.50107
C 3.74968 -0.03170 5.66927
F 4.96338 -0.08470 6.19667
S -1.87032 -1.58260 2.05257
C -3.35652 -0.70040 2.13187
C -4.52422 -1.48590 2.17137
N -5.46562 -2.13870 2.18027
C -3.40922 0.67510 2.18797
S -1.99162 1.66230 2.16547
C -4.63092 1.36880 2.30937
N -5.61362 1.94920 2.40127
C 0.17598 0.54440 -5.25863
O 0.21068 -0.14220 -4.02103
C -0.94632 -0.54360 -3.44983
C -2.21742 -0.11960 -3.82983
C -3.34642 -0.62840 -3.21453
C -3.23192 -1.56910 -2.19893
C -1.98202 -2.00840 -1.80953
C -0.83802 -1.50950 -2.42513
N 0.41498 -2.08470 -2.15123
C 1.56548 -1.45870 -2.13323
C 1.71748 -0.06570 -1.90113
C 2.75008 0.65700 -2.52673
C 2.86568 2.01420 -2.35703
C 2.00488 2.67790 -1.48183
C 1.05878 1.98140 -0.76763
C 0.86978 0.60260 -0.96313
O -0.00362 -0.06480 -0.25323
H 1.22278 0.68640 -5.52233
H -0.31162 1.51860 -5.16823
H -0.32312 -0.04680 -6.03233
H -2.32162 0.61940 -4.60773
H -4.31952 -0.29000 -3.54033
H -4.11882 -1.96510 -1.73263
H -1.87432 -2.73300 -1.01713
H 0.41608 -3.10190 -2.12333
H 2.46028 -2.05140 -2.27563
H 3.43018 0.13310 -3.17893
H 3.61308 2.57540 -2.89473
H 2.10128 3.74200 -1.34163
H 0.41398 2.47420 -0.04583
*
```

Results
HOMO (spin up / spin down) ... -11.26 / -11.33 eV
Lowest unoccupied orbital energy (spin up / spin down) ... -0.209 / -0.185 Ha
HOMO-LUMO gap (spin up / spin down) ... 0.2051 / 0.2310 Ha
Calculated total energy ... -3008.95493 Ha
Largest force on an atom ... 0.058 Eh/bohr


(6)
This record from OMol25 describes a gas-phase ion, C4H8N2O (charge +2) in a non-equilibrium geometry. The level of theory is ωB97M-V/def2-TZVPD.

Structure (ORCA input):
```
! wB97M-V def2-TZVPD RIJCOSX def2/J DEFGRID3
* xyz 2 1
C -0.70361 0.16101 1.06973
C 0.64288 0.11155 1.21497
C -2.50478 0.15825 -0.54976
C 2.64324 -0.29544 -0.40781
N -1.15541 -0.03410 -0.26887
N 1.45471 -0.23527 0.21108
O -0.31718 -0.25394 -1.09466
H -1.46108 0.38315 1.81921
H 1.21879 0.21948 2.06734
H -3.25950 -0.27630 0.23455
H -2.86366 1.17477 -0.75674
H -2.68901 -0.35563 -1.59142
H 2.67193 0.10355 -1.44892
H 3.37376 0.54326 0.01306
H 2.94894 -1.40434 -0.51177
*
```

Results
HOMO (spin up / spin down) ... -20.24 / -20.23 eV
Lowest unoccupied orbital energy (spin up / spin down) ... -0.475 / -0.495 Ha
HOMO-LUMO gap (spin up / spin down) ... 0.2689 / 0.2482 Ha
Calculated total energy ... -340.99462 Ha
Largest force on an atom ... 0.117 Eh/bohr
ΔE to the lowest compared entry with this formula, charge and spin ... 283.0 kJ/mol